Entry 1:
22
Properties=species:S:1:pos:R:3 method="wB97M-V/def2-TZVPD" multiplicity=1 total_charge=+1 e_lumo_ha=-0.1588 gap_ha=0.3128 relative_energy_ev=2.589
C -2.4482 0.0821 -0.7742
N -1.9002 0.2648 0.5259
C -1.1233 -0.7786 0.9477
C 0.4299 -0.5066 0.4932
N 0.9092 0.5071 -0.1965
C 0.3682 1.8288 -0.3767
C 2.2684 0.1154 -0.4917
C 2.4977 -1.1453 0.2612
C 1.3560 -1.5444 0.7642
H -3.2729 0.7117 -1.0086
H -1.6551 0.2078 -1.5891
H -2.8410 -1.0029 -0.8046
H -2.6076 0.6696 1.1956
H -1.4836 -1.7524 0.4571
H -1.0021 -0.8403 2.0111
H -0.6756 1.7132 -0.2490
H 0.6793 2.5955 0.4853
H 0.6608 2.1932 -1.3018
H 3.0206 0.9381 -0.2680
H 2.1778 -0.0179 -1.5810
H 3.3971 -1.7767 0.1127
H 1.2444 -2.4622 1.3872

***

Entry 2:
22
Properties=species:S:1:pos:R:3 method="wB97M-V/def2-TZVPD" multiplicity=1 total_charge=+1 e_lumo_ha="-0.1684 / -0.1820" gap_ha="0.2272 / 0.1864" relative_energy_ev=7.875
C 1.0002 0.4531 3.5267
C 0.3922 -0.0784 2.6270
C -1.0702 -0.8945 -0.7217
C -0.3755 -0.2085 -1.9185
C 1.9122 0.3077 -0.8195
C 0.0274 -0.7456 1.4102
C -1.6223 0.8920 0.9478
N -0.9311 -0.3377 0.5532
N 1.1061 -0.4150 -1.8225
H 1.5570 1.0598 4.1701
H -2.2199 -0.8316 -0.8319
H -0.8124 -1.8811 -0.5968
H -0.8533 -0.6340 -2.7366
H -0.4971 0.8125 -1.8836
H 1.3268 1.2094 -0.4072
H 2.8861 0.5265 -1.1250
H 0.7802 -1.5535 1.3764
H -1.6090 1.6167 0.0263
H -2.6389 0.7157 1.1318
H -1.1310 1.5477 1.7185
H 1.1308 -1.4615 -1.8261
H 1.6415 -0.0998 -2.7987

***

Entry 3:
22
Properties=species:S:1:pos:R:3 method="wB97M-V/def2-TZVPD" multiplicity=3 total_charge=+1 s_squared=2.03 e_lumo_ha="-0.1033 / -0.2865" gap_ha="0.2589 / 0.1866" relative_energy_ev=2.574
C 4.3044 -0.8294 0.4273
C 3.1663 -0.7305 0.0032
C -0.3502 0.3595 -0.6584
C -1.3998 0.2949 0.5958
C 1.8649 -0.6131 -0.4342
C 1.7549 1.5485 0.1735
C -3.4630 -0.8818 -0.2393
N 1.0460 0.4127 -0.3638
N -2.2245 -0.8497 0.5518
H 5.2030 -1.1021 0.9064
H -0.6003 -0.3451 -1.4236
H -0.5281 1.3813 -1.1225
H -0.7099 0.3128 1.4388
H -1.8691 1.2903 0.5294
H 1.2716 -1.5011 -0.8505
H 1.7695 1.5475 1.2178
H 2.8662 1.4689 -0.0311
H 1.2643 2.4128 -0.2351
H -3.8362 0.1704 -0.0601
H -3.3952 -0.9821 -1.3105
H -4.1688 -1.6238 0.0643
H -1.9660 -1.7410 0.8209

***

Entry 4:
22
Properties=species:S:1:pos:R:3 method="wB97M-V/def2-TZVPD" multiplicity=3 total_charge=+1 s_squared=2.01 e_lumo_ha="-0.1012 / -0.2939" gap_ha="0.3040 / 0.1736" relative_energy_ev=1.480
C -0.7707 1.0935 -1.1379
C -0.2436 0.3595 -0.0013
C -0.6544 -0.9742 0.4184
C 0.6547 2.4221 0.1279
C -0.1715 2.2956 -1.1882
C 1.0754 0.8777 2.0154
C -0.8171 -2.2538 -1.6066
N 0.5143 1.1775 0.7670
N -1.5107 -1.6047 -0.5591
H -1.4204 0.8739 -1.9213
H 0.2068 -1.6767 0.6829
H -1.3101 -0.5616 1.2298
H 1.7861 2.7830 0.0029
H 0.3251 3.2381 0.7259
H -0.2490 2.9835 -2.0148
H 2.0998 0.3076 1.8941
H 1.3593 1.8584 2.4070
H 0.3513 0.3290 2.5730
H -1.3614 -3.1918 -2.0064
H -0.6116 -1.6292 -2.5222
H 0.1175 -2.7114 -1.1242
H -2.2082 -2.2655 -0.0271

***

Calculated strongest force on any atom (eV/Å), listed in the same order as above: 4.4, 5.7, 6.5, 5.5